A gas-phase ion, C2H6O2P (charge +1) in a non-equilibrium geometry. Source: the Open Molecules 2025 dataset; level of theory: ωB97M-V with the def2-TZVPD basis set.

Properties
**Orbital gap (alpha / beta)**: 8.65 / 8.65 eV
**E_LUMO (alpha / beta)**: -7.47 / -7.47 eV
**Electronic energy**: -15544.266 eV
**Energy above the lowest of the compared OMol25 structures with the same formula, charge and spin**: 66.88 kcal per mole
**HOMO (alpha / beta)**: -16.118 / -16.119 eV

ORCA input file:
```
! RIJCOSX wB97M-V def2-TZVPD def2/J DEFGRID3
* xyz 1 1
H -0.018 -1.822 0.090
H 2.661 0.745 0.079
H 1.742 1.763 1.036
P -1.217 0.315 -0.010
O -2.505 1.034 -0.037
H -1.702 -1.905 -0.848
C -1.110 -1.475 -0.057
C 1.657 1.195 -0.019
H -1.709 -2.110 0.778
O 0.667 0.258 -0.139
H 1.534 2.001 -0.874
*
```

Löwdin population analysis, charges in e, atoms 1 to 5:
1. H 0.10
2. H 0.11
3. H 0.14
4. P 1.14
5. O -0.19

2 unconnected molecules or ions with the total composition C9H22N2O4 in a non-equilibrium geometry. Source: the Open Molecules 2025 dataset; level of theory: ωB97M-V with the def2-TZVPD basis set.

Properties
**Orbital gap (alpha / beta)**: 8.22 / 7.58 eV
**E_LUMO (alpha / beta)**: 0.30 / 0.01 eV
**Electronic energy**: -20850.280 eV
**Energy above the lowest of the compared OMol25 structures with the same formula, charge and spin**: 0.00 kcal per mole
**HOMO (alpha / beta)**: -7.924 / -7.572 eV

ORCA input file:
```
! RIJCOSX wB97M-V def2-TZVPD def2/J DEFGRID3
* xyz 0 1
H -0.521 -2.054 -0.882
O -0.298 -2.851 -0.318
H 0.410 1.920 -3.502
H 1.044 1.233 -1.838
H -4.445 -1.235 0.363
H -1.923 2.512 -2.540
C 0.952 -1.969 1.553
O 0.422 1.276 0.568
H -2.908 -2.227 -0.364
H 0.735 3.348 0.839
C -3.560 -1.903 0.554
H 1.659 -1.924 2.315
C 1.800 -1.536 -0.737
O -1.845 -0.396 1.478
H -2.296 -2.128 2.491
C -1.127 1.831 -1.896
H 0.594 2.936 -2.163
C 1.235 2.384 1.054
H 0.055 -2.547 1.904
O -1.372 2.281 -0.566
H 2.648 2.488 -0.590
C 1.078 -2.508 0.080
H 1.214 -0.558 -0.703
C -2.598 -1.419 1.649
H 3.045 1.348 0.668
H -1.567 0.818 -2.096
H 1.647 -3.448 0.129
H 3.195 3.035 1.090
N -1.797 0.328 0.354
H 1.394 2.277 2.084
H 2.725 -1.301 -0.286
N -1.067 1.544 0.521
C 0.308 1.899 -2.379
C 2.613 2.282 0.475
H -4.038 -2.850 0.893
H 2.021 -1.941 -1.721
H 0.569 -0.946 1.517
*
```

Löwdin population analysis, charges in e, atoms 1 to 5:
1. H 0.09
2. O -0.09
3. H 0.09
4. H 0.06
5. H 0.09

A gas-phase ion, C7H13N2SSi (charge +1) in a non-equilibrium geometry. Source: the Open Molecules 2025 dataset; level of theory: ωB97M-V with the def2-TZVPD basis set.

Properties
**Orbital gap**: 8.54 eV
**E_LUMO**: -3.99 eV
**Electronic energy**: -29156.061 eV
**SMILES**: NCCS[SiH2]c1cccc[nH+]1
**Energy above the lowest of the compared OMol25 structures with the same formula, charge and spin**: 0.00 kcal per mole
**HOMO**: -12.526 eV

ORCA input file:
```
! RIJCOSX wB97M-V def2-TZVPD def2/J DEFGRID3
* xyz 1 1
H 2.089 -2.836 -0.437
C -2.496 1.376 0.065
C 3.201 0.492 -0.235
H 3.993 1.194 -0.351
H -1.632 0.537 1.654
C 2.112 -1.712 -0.322
N -1.363 1.215 0.984
H -1.620 0.368 -1.660
H 4.275 -1.376 -0.299
H -2.506 2.373 -0.517
S -2.500 -1.469 -0.543
H -0.415 -3.512 0.493
H -3.483 0.327 -1.567
C 1.926 1.039 -0.180
N 0.916 0.255 -0.045
C -2.496 0.283 -0.976
Si -0.690 -1.990 0.468
H 0.006 0.689 0.318
C 0.881 -1.065 -0.044
H -1.059 2.195 1.356
H -3.456 1.528 0.656
H 1.779 2.136 -0.157
C 3.350 -0.886 -0.359
H -0.810 -1.162 1.699
*
```

Löwdin population analysis, charges in e, atoms 1 to 5:
1. H 0.12
2. C -0.32
3. C -0.02
4. H 0.11
5. H 0.04

A gas-phase ion, C4H9NP (charge +1) in a non-equilibrium geometry. Source: the Open Molecules 2025 dataset; level of theory: ωB97M-V with the def2-TZVPD basis set.

Properties
**Orbital gap**: 10.28 eV
**E_LUMO**: -3.44 eV
**Electronic energy**: -15063.005 eV
**SMILES**: C1[NH2+][C@@H]1P1CC1
**Energy above the lowest of the compared OMol25 structures with the same formula, charge and spin**: 58.97 kcal per mole
**HOMO**: -13.725 eV

ORCA input file:
```
! RIJCOSX wB97M-V def2-TZVPD def2/J DEFGRID3
* xyz 1 1
H 1.548 0.499 1.644
N -1.966 -0.301 -0.754
H -2.107 -1.166 -1.294
H -2.513 0.480 1.194
C 1.963 -0.137 0.808
H 2.811 -0.753 1.096
H -0.416 1.248 -0.294
C -0.778 0.207 -0.095
P 0.845 -0.931 -0.451
H 1.765 1.620 -0.852
C 2.048 0.556 -0.527
H -2.637 0.267 -1.243
H 2.928 0.043 -1.064
C -1.923 -0.323 0.739
H -1.567 -1.309 1.093
*
```

Löwdin population analysis, charges in e, atoms 1 to 5:
1. H 0.10
2. N 0.04
3. H 0.18
4. H 0.14
5. C -0.40

2 unconnected molecules or ions with the total composition H6NP3 in a non-equilibrium geometry. Source: the Open Molecules 2025 dataset; level of theory: ωB97M-V with the def2-TZVPD basis set.

Properties
**Orbital gap (alpha / beta)**: 7.95 / 6.91 eV
**E_LUMO (alpha / beta)**: -0.88 / -0.84 eV
**Electronic energy**: -29448.592 eV
**Energy above the lowest of the compared OMol25 structures with the same formula, charge and spin**: 93.76 kcal per mole
**HOMO (alpha / beta)**: -8.824 / -7.749 eV

ORCA input file:
```
! RIJCOSX wB97M-V def2-TZVPD def2/J DEFGRID3
* xyz 0 1
H 0.469 2.003 0.473
N -1.967 0.652 0.347
P -0.494 0.113 0.161
P 0.627 1.147 1.593
P -0.085 -2.063 -0.101
H 1.180 0.725 -1.512
H 1.910 0.797 0.997
H -2.543 0.099 -0.159
H 1.259 -1.475 -0.390
H -0.355 -1.998 -1.409
*
```

Löwdin population analysis, charges in e, atoms 1 to 5:
1. H -0.17
2. N -0.30
3. P 0.07
4. P 0.50
5. P 0.51

A single C4H7N3O molecule in a non-equilibrium geometry. Source: the Open Molecules 2025 dataset; level of theory: ωB97M-V with the def2-TZVPD basis set.

Properties
**Orbital gap**: 9.77 eV
**E_LUMO**: 0.48 eV
**Electronic energy**: -10775.188 eV
**SMILES**: [H]/N=C(\N=C/N)C(C)=O
**Energy above the lowest of the compared OMol25 structures with the same formula, charge and spin**: 105.15 kcal per mole
**HOMO**: -9.284 eV

ORCA input file:
```
! RIJCOSX wB97M-V def2-TZVPD def2/J DEFGRID3
* xyz 0 1
C -2.163 0.060 0.435
H -3.185 -1.232 -0.686
H -1.074 -1.276 -0.788
C 0.878 -0.331 0.052
H 2.514 0.647 1.225
N 0.407 1.593 -1.001
C 0.025 0.856 0.078
C 2.254 -0.228 0.491
N -1.155 0.743 0.868
H -2.929 0.256 1.158
O 0.708 -1.440 -0.438
N -2.028 -0.880 -0.511
H -0.174 2.388 -1.323
H 2.780 -1.210 0.907
H 3.141 0.055 -0.468
*
```

Löwdin population analysis, charges in e, atoms 1 to 5:
1. C -0.32
2. H 0.21
3. H 0.09
4. C -0.48
5. H 0.09

A molecular structure, C11H20GaN3P2 in a non-equilibrium geometry. Source: the Open Molecules 2025 dataset; level of theory: ωB97M-V with the def2-TZVPD basis set.

Properties
**Orbital gap**: 5.00 eV
**E_LUMO**: 0.38 eV
**Electronic energy**: -87148.993 eV
**Energy above the lowest of the compared OMol25 structures with the same formula, charge and spin**: 0.00 kcal per mole
**HOMO**: -4.624 eV

ORCA input file:
```
! RIJCOSX wB97M-V def2-TZVPD def2/J DEFGRID3
* xyz 0 1
P 0.213 0.676 -0.093
C -2.486 0.493 1.235
H -2.197 2.837 -1.182
H -1.300 0.756 -1.947
Ga 1.420 -1.155 -0.616
H -2.512 -0.595 1.222
C 0.183 -3.231 -0.221
H -1.539 -0.728 -0.996
H -0.717 -2.865 -2.262
H 0.981 2.868 0.605
H 3.502 0.435 -2.251
H 1.910 -3.752 1.162
N -1.115 2.954 0.624
H 0.194 2.904 -1.015
H -0.683 -3.279 0.444
C 1.548 -3.038 -2.125
H -0.361 2.747 2.582
H 4.324 -0.124 -0.238
C -1.241 2.433 2.025
H 1.844 -2.960 -3.174
H -0.172 -0.794 1.816
N -2.438 0.991 -0.172
N -1.340 0.938 2.082
H 3.496 -3.437 -1.041
C 0.167 -2.990 -1.633
C -2.304 2.483 -0.158
H -3.398 0.890 1.687
H 2.826 1.519 -0.424
C 2.411 -3.325 -1.012
H 0.752 0.660 2.274
C 0.154 2.514 -0.002
H -2.155 2.843 2.474
C 1.571 -3.448 0.167
H -3.213 2.892 0.302
P 3.192 0.245 -0.923
C -0.113 0.290 1.721
C -1.407 0.351 -0.938
*
```

Löwdin population analysis, charges in e, atoms 1 to 5:
1. P 0.75
2. C -0.15
3. H 0.12
4. H 0.10
5. Ga 0.24

7 unconnected molecules or ions with the total composition C38H50FN6P. Source: the Open Molecules 2025 dataset; level of theory: ωB97M-V with the def2-TZVPD basis set.

Properties
**Orbital gap**: 10.00 eV
**E_LUMO**: 0.70 eV
**Electronic energy**: -61162.128 eV
**SMILES**: CCCCCCCC[PH3]F.c1ccncc1.c1ccncc1.c1ccncc1.c1ccncc1.c1ccncc1.c1ccncc1
**HOMO**: -9.296 eV

ORCA input file:
```
! RIJCOSX wB97M-V def2-TZVPD def2/J DEFGRID3
* xyz 0 1
C -0.240 2.334 -1.435
H -4.182 2.278 -5.945
H -4.837 0.443 0.679
C -4.813 -0.214 -0.185
H 2.125 1.514 -0.419
C 4.316 -3.506 2.032
C 1.226 0.039 0.903
C -4.812 -7.527 -0.295
H 0.762 3.649 -2.850
H -5.584 -6.305 1.304
N -0.986 3.346 3.064
C 5.188 3.959 3.058
C 3.435 -0.216 -0.489
H -4.101 -6.258 -3.338
H 4.694 -1.037 -2.847
H -6.658 -2.483 -1.875
H 7.690 -3.076 3.704
F 3.795 -1.104 -4.764
H -0.910 -0.108 0.811
H 3.358 -3.585 1.528
C -5.249 -6.343 0.277
H 4.122 -0.646 0.239
C -2.541 4.844 4.098
H -4.037 -8.406 -2.105
N 5.101 -2.505 1.644
C 2.447 0.711 0.246
H 8.244 2.544 3.299
H 3.201 -2.333 -0.995
H -2.722 -0.944 -2.552
H -0.837 5.389 2.906
H -5.576 -4.247 -0.080
H 4.056 0.432 -1.124
H 0.430 0.289 -1.591
H 6.896 -1.548 1.918
C -0.141 0.595 0.478
C -2.819 2.491 4.343
C 0.521 2.592 -2.730
P 3.331 -1.210 -3.127
H 3.986 -5.208 3.296
C -3.257 3.777 4.617
C -5.904 -1.018 -0.488
H -2.989 5.555 -3.458
H -0.332 1.529 1.015
H -4.576 -2.453 -3.236
H 1.461 2.036 -2.745
H -4.798 -8.445 0.277
H -3.345 1.625 4.721
H 6.207 -4.958 4.418
C 7.255 2.783 2.930
C -0.319 0.851 -1.026
C -4.025 2.724 -4.971
H -4.658 0.993 -3.849
C 5.897 -4.271 3.642
H -4.253 2.087 -1.665
H 0.218 2.904 -0.622
N -4.849 -5.164 -1.768
C 6.443 3.697 3.583
H 3.034 1.198 1.026
N -3.701 -0.185 -0.913
H -0.055 2.289 -3.607
C -1.416 4.576 3.330
C 6.722 -3.229 3.248
H -2.844 5.866 4.280
H 1.254 -1.039 0.722
C -4.072 2.626 -2.589
C 2.860 -1.353 -1.344
N -3.616 3.871 -2.465
H 1.308 0.151 1.988
N 5.571 2.417 1.268
C -1.683 2.331 3.564
C -5.834 -1.836 -1.604
H 4.516 4.662 3.531
H 2.548 -0.070 -3.339
C 4.666 -4.413 3.022
C -3.362 4.544 -3.583
H -1.314 1.338 3.324
C 6.773 2.173 1.780
C -3.548 4.020 -4.855
C -3.644 -0.980 -1.980
H 2.779 -2.453 -3.472
H 6.782 4.194 4.482
H 3.822 3.472 1.470
H -1.254 2.727 -1.544
H -6.786 -0.995 0.139
C -4.390 -7.508 -1.615
C 6.278 -2.376 2.249
C -4.427 -6.306 -2.305
H -3.322 4.616 -5.728
H 7.385 1.456 1.243
H -1.296 0.466 -1.322
H -4.140 3.944 5.220
C -4.291 2.011 -3.814
H 1.767 -1.380 -1.302
C 4.801 3.295 1.903
C -4.678 -1.818 -2.368
C -5.247 -5.193 -0.499
*
```

Löwdin population analysis, charges in e, atoms 1 to 5:
1. C -0.25
2. H 0.10
3. H 0.11
4. C -0.16
5. H 0.09